The following is a DFT calculation (ωB97M-V/def2-TZVPD) of a molecular structure, C31H34Cl3GeKN11S6.

HOMO energy (spin up / spin down) (eV): -1.85 / -1.93
Charge: -2
Spin multiplicity: 2
Expectation value of S²: 0.756

Geometry (Å):
K: -0.179 0.385 0.887
C: -0.905 -5.462 0.967
N: 0.018 -4.927 -0.005
C: 0.186 -5.381 -1.300
C: 1.001 -4.522 -1.929
N: 1.313 -3.511 -1.025
C: 0.700 -3.757 0.177
S: 0.881 -2.944 1.611
C: 1.997 -2.329 -1.412
C: 3.236 -2.440 -2.028
C: 3.821 -1.285 -2.519
C: 3.145 -0.085 -2.389
C: 1.933 -0.084 -1.716
N: 1.367 -1.184 -1.235
H: -0.908 -6.550 0.914
H: -1.908 -5.070 0.783
H: -0.580 -5.132 1.950
H: -0.312 -6.261 -1.666
H: 1.342 -4.504 -2.948
H: 3.725 -3.403 -2.101
H: 4.797 -1.322 -2.985
H: 3.551 0.833 -2.790
H: 1.365 0.824 -1.579
S: 4.093 0.029 0.970
C: 3.507 1.626 1.156
C: 4.387 2.651 1.607
C: 3.932 3.933 1.774
C: 2.591 4.220 1.503
C: 1.787 3.182 1.078
N: 2.205 1.922 0.893
H: 5.412 2.379 1.813
H: 4.600 4.715 2.120
H: 2.185 5.215 1.630
H: 0.736 3.365 0.861
S: -3.280 -1.646 1.754
S: -4.527 -1.171 0.328
S: -3.717 -1.757 -1.560
S: -2.117 -2.826 -1.231
C: -2.082 0.858 4.180
N: -2.067 0.842 5.654
C: -1.593 -0.473 6.089
N: -0.260 -0.786 5.572
C: -0.319 -0.733 4.101
N: -0.752 0.582 3.622
C: 0.179 1.594 4.121
N: 0.249 1.596 5.592
C: -1.100 1.840 6.109
C: 0.662 0.257 6.023
H: -2.420 1.837 3.840
H: -2.781 0.100 3.827
H: -2.293 -1.236 5.740
H: -1.559 -0.491 7.183
H: -1.024 -1.490 3.751
H: 0.672 -0.964 3.704
H: -0.149 2.579 3.783
H: 1.181 1.401 3.725
H: -1.429 2.829 5.780
H: -1.061 1.822 7.203
H: 0.708 0.241 7.117
H: 1.656 0.050 5.622
Cl: -5.264 3.019 0.887
Ge: -3.408 2.298 -0.258
Cl: -1.869 3.003 1.349
Cl: -3.264 4.174 -1.674
C: 0.349 3.792 -3.457
C: 0.319 3.111 -2.252
N: -0.536 2.122 -2.002
C: -1.347 1.734 -2.979
C: -1.348 2.301 -4.257
C: -0.510 3.392 -4.464
C: -2.230 1.836 -5.336
C: -2.426 0.605 -5.826
C: -1.713 -0.661 -5.605
C: -0.521 -0.839 -4.905
C: 0.039 -2.101 -4.899
N: -0.496 -3.137 -5.543
C: -1.635 -2.871 -6.171
N: -2.259 -1.709 -6.252
H: 1.024 4.625 -3.599
H: 0.991 3.380 -1.444
H: -2.047 0.938 -2.737
H: -0.522 3.903 -5.420
H: -2.785 2.638 -5.815
H: -3.188 0.494 -6.589
H: -0.021 -0.035 -4.392
H: 0.963 -2.284 -4.365
H: -2.097 -3.707 -6.690